1.
{"formula": "C19H25ClN2O6", "method": "ωB97M-V with the def2-TZVPD basis set", "homo_ev": -7.6794, "relative_energy_ev": 2.796, "smiles": "CCOCCOC(=O)C1=C(C)N(C)C(=O)N[C@H]1c1cc(Cl)c(O)c(OCC)c1", "spin_multiplicity": 1, "total_charge": 0, "species": ["C", "C", "O", "C", "C", "H", "H", "O", "C", "O", "C", "C", "N", "C", "O", "N", "H", "C", "C", "C", "C", "C", "C", "C", "H", "O", "C", "C", "H", "H", "H", "H", "H", "O", "H", "Cl", "H", "H", "C", "H", "H", "H", "C", "H", "H", "H", "H", "H", "H", "H", "H", "H", "H"], "positions_angstrom": [[-0.271, 3.182, 0.225], [0.794, 3.973, 1.010], [1.831, 3.275, 1.547], [3.006, 3.289, 0.996], [3.153, 2.544, -0.530], [4.097, 2.818, -0.670], [2.337, 3.030, -0.929], [2.899, 1.336, -0.442], [2.027, 0.798, -1.316], [1.629, 1.382, -2.129], [1.711, -0.442, -1.012], [2.209, -1.421, -0.250], [1.877, -2.997, -0.203], [1.086, -3.290, -1.061], [0.796, -4.579, -1.243], [0.609, -2.560, -1.948], [0.102, -3.098, -2.712], [0.598, -1.146, -1.850], [-0.580, -0.494, -1.427], [-1.367, 0.519, -1.832], [-2.552, 0.928, -1.468], [-3.191, 0.462, -0.080], [-2.430, -0.628, 0.391], [-1.300, -1.142, -0.067], [-0.764, -1.866, -0.010], [-2.717, -1.390, 1.443], [-4.145, -1.611, 1.876], [-5.025, -1.994, 0.861], [-5.203, -1.645, 0.067], [-6.027, -2.280, 1.384], [-4.663, -3.040, 0.643], [-4.151, -1.991, 2.702], [-4.490, -0.372, 2.076], [-4.233, 0.759, 0.273], [-4.518, 1.566, -0.262], [-3.279, 2.504, -2.050], [-0.899, 0.964, -2.991], [0.774, -0.622, -2.655], [2.256, -3.676, 0.975], [2.027, -3.129, 2.030], [3.393, -4.111, 0.996], [1.504, -4.533, 1.124], [3.325, -1.229, 0.825], [2.972, -1.146, 1.818], [3.833, -0.228, 0.404], [4.291, -2.070, 0.843], [3.694, 2.687, 1.760], [3.379, 4.234, 1.013], [0.116, 4.488, 1.763], [0.940, 4.884, 0.497], [-1.128, 3.865, -0.203], [-0.681, 2.377, 0.650], [0.350, 2.866, -0.854]]}

2.
{"formula": "C4H6N2O", "method": "ωB97M-V with the def2-TZVPD basis set", "homo_ev": -8.2816, "relative_energy_ev": 3.333, "spin_multiplicity": 1, "total_charge": 0, "species": ["N", "C", "C", "O", "C", "C", "N", "H", "H", "H", "H", "H", "H"], "positions_angstrom": [[1.931, 0.316, 0.121], [1.301, -0.599, -0.557], [0.052, -1.066, 0.066], [0.181, -2.371, 0.427], [-1.148, -0.463, 0.221], [-1.467, 0.909, -0.153], [-0.604, 1.789, -0.499], [2.808, 0.686, -0.228], [1.540, 0.800, 0.927], [0.997, -2.691, 0.010], [-1.967, -1.091, 0.561], [-2.545, 1.130, -0.131], [-1.079, 2.651, -0.764]]}

3.
{"formula": "C5H8O2", "method": "ωB97M-V with the def2-TZVPD basis set", "homo_ev": -7.8524, "relative_energy_ev": 2.716, "smiles": "CC(=C/O)/C=C/O", "spin_multiplicity": 1, "total_charge": 0, "species": ["C", "C", "C", "C", "C", "O", "O", "H", "H", "H", "H", "H", "H", "H", "H"], "positions_angstrom": [[-0.598, -0.613, -0.439], [0.611, 0.057, -0.042], [-1.671, -0.232, 0.187], [0.588, 1.343, 0.227], [1.947, -0.704, 0.149], [-2.900, -0.834, 0.032], [-0.318, 2.312, -0.009], [-0.531, -1.559, -0.954], [-1.630, 0.797, 0.709], [1.473, 1.815, 0.593], [1.805, -1.724, 0.120], [2.390, -0.495, 1.040], [2.675, -0.485, -0.583], [-2.783, -1.683, -0.599], [-1.057, 2.004, -0.430]]}

4.
{"formula": "H28O14", "method": "ωB97M-V with the def2-TZVPD basis set", "homo_ev": -8.6038, "relative_energy_ev": 4.745, "spin_multiplicity": 1, "total_charge": 0, "species": ["H", "H", "H", "H", "H", "H", "H", "H", "H", "H", "H", "H", "H", "H", "H", "H", "H", "H", "H", "H", "H", "H", "H", "H", "H", "H", "H", "H", "O", "O", "O", "O", "O", "O", "O", "O", "O", "O", "O", "O", "O", "O"], "positions_angstrom": [[0.015, 0.093, 0.907], [0.338, -0.401, -0.494], [-0.673, 0.082, -4.674], [0.038, 1.404, -4.434], [-3.238, -4.727, 0.807], [-2.379, -3.479, 0.689], [-0.924, 2.466, -0.504], [0.370, 2.446, 0.293], [2.346, 4.493, 0.323], [1.583, 4.194, -0.957], [0.571, -1.678, -4.244], [-0.001, -2.995, -3.745], [-2.077, -2.396, 2.577], [-1.315, -3.702, 2.732], [2.499, -2.275, 1.850], [1.600, -3.497, 1.771], [3.790, -1.191, -1.866], [2.662, -0.198, -2.100], [0.789, 3.665, 2.918], [1.213, 2.221, 2.706], [2.301, 0.072, 3.612], [1.422, 1.153, 4.218], [-2.881, -0.307, 2.755], [-3.253, 0.668, 1.650], [-1.749, -1.320, -1.014], [-1.053, -2.657, -1.203], [-0.262, 4.014, -1.285], [-1.122, 3.234, -2.265], [-0.182, 0.260, -0.022], [-0.842, 1.016, -4.506], [-2.387, -4.419, 0.476], [0.018, 2.283, -0.590], [1.587, 4.784, -0.196], [-0.240, -2.075, -3.906], [-1.311, -2.873, 2.240], [2.290, -3.095, 2.310], [3.066, -0.990, -2.471], [0.432, 2.783, 2.768], [1.385, 0.269, 3.836], [-2.492, 0.286, 2.102], [-0.891, -1.707, -1.221], [-1.044, 4.096, -1.843]]}

5.
{"formula": "C2H4S", "method": "ωB97M-V with the def2-TZVPD basis set", "homo_ev": [-8.0441, -7.9562], "relative_energy_ev": 3.103, "spin_multiplicity": 1, "total_charge": 0, "species": ["C", "C", "S", "H", "H", "H", "H"], "positions_angstrom": [[-1.323, 0.530, 0.858], [1.315, -0.478, -0.692], [-0.121, 0.396, -0.430], [-1.737, 1.434, 0.642], [-1.408, -0.199, 1.684], [1.696, -0.120, -1.647], [1.577, -1.563, -0.414]]}